Formula: C19H17Br2FeN2O5PS
Source: the Open Molecules 2025 dataset
Level of theory: wB97M-V/def2-TZVPD

Structure (XYZ):
```
48
Properties=species:S:1:pos:R:3:mulliken_charge:R:1
Fe 1.2067 -1.0243 0.7153 0.52
Br 1.0427 -1.4661 3.4516 -0.05
C 2.8598 -1.6530 3.8326 -0.75
Br 3.3522 -0.0752 0.6678 -0.52
H 3.1645 -2.5845 4.2766 0.43
H 3.4693 -0.7759 3.7128 0.39
O 2.7481 -0.4820 -3.0706 -0.37
S 2.1677 -1.8549 -2.4710 0.67
O 1.4626 -2.5624 -3.5029 -0.54
O 0.9749 -1.0197 -1.6193 -0.09
O 2.2535 -3.2883 0.5072 -0.37
N -1.6712 -0.1920 -0.3092 -0.06
P -0.3752 0.8053 0.1892 1.20
C -1.1365 2.2667 0.9008 0.64
C -1.0235 2.4584 2.2765 -0.48
C -1.6430 3.5449 2.8757 -0.64
C -2.3739 4.4351 2.1033 -0.47
C -2.4865 4.2495 0.7304 -0.76
C -1.8662 3.1699 0.1262 -0.32
C 0.3966 1.3047 -1.3594 -0.15
C 0.9733 2.4946 -1.5482 -0.15
C 1.8640 2.7552 -2.6738 -0.66
C 2.2157 1.7923 -3.5210 -0.99
C 1.6611 0.4107 -3.4267 0.21
C 0.5779 0.1841 -2.3442 -0.14
C -1.7456 -1.5330 0.0073 0.43
C -2.9007 -2.2607 -0.3057 -0.94
C -2.9796 -3.5803 0.0638 -0.36
C -1.9160 -4.1628 0.7557 -0.97
C -0.8132 -3.3903 1.0058 -0.29
N -0.7007 -2.1017 0.6229 0.43
H -2.5037 0.2022 -0.7226 0.30
H -0.4461 1.7625 2.8736 0.34
H -1.5517 3.6978 3.9424 0.42
H -2.8559 5.2833 2.5708 0.40
H -3.0532 4.9507 0.1327 0.41
H -1.9375 3.0362 -0.9469 0.39
H 0.8235 3.2896 -0.8272 0.46
H 2.2792 3.7488 -2.7737 0.42
H 2.9296 1.9679 -4.3144 0.46
H 1.2742 0.0899 -4.3948 0.40
H -0.3730 -0.0486 -2.8262 0.20
H -3.7144 -1.7717 -0.8241 0.40
H -3.8644 -4.1564 -0.1708 0.43
H -1.9478 -5.1898 1.0863 0.44
H 0.0310 -3.7926 1.5461 0.36
O 3.3460 -4.8553 1.8165 -0.36
C 2.8055 -4.0790 1.1631 0.68
```

Summary:
* orbital gap (alpha / beta): 8.8 / 8.6 eV
* largest force on an atom: 0.4 eV Å⁻¹
* total charge: +1
* lowest unoccupied orbital energy (alpha / beta): -2.8 / -3.3 eV
* energy: -227787.5096 eV
* multiplicity: 6
* expectation value of S²: 8.767



Formula: C19H17BrN2O3
Source: the Open Molecules 2025 dataset
Level of theory: wB97M-V/def2-TZVPD

Structure (XYZ):
```
42
Properties=species:S:1:pos:R:3:mulliken_charge:R:1
N -1.0705 -1.8536 -5.7121 -0.46
C -0.4640 -1.8334 -4.7430 0.02
C 0.2837 -1.7810 -3.5176 0.05
C 0.8181 -0.3609 -3.2646 -1.30
N 1.2637 -0.1988 -1.8875 0.41
C 2.3273 -0.9480 -1.5095 0.88
O 2.9865 -1.5811 -2.3073 -0.67
C 2.7048 -0.9907 -0.0266 -0.91
O 1.6382 -1.0440 0.9159 -0.20
C 0.6313 -1.8862 0.6760 0.77
O 0.4814 -2.4881 -0.3529 -0.58
C -0.2822 -2.0219 1.8807 -1.25
C -0.8715 -0.7154 2.3343 0.56
C -0.0762 0.2475 2.9448 -0.09
C -0.6205 1.4397 3.3817 -0.60
C -1.9763 1.6634 3.2151 0.08
Br -2.7326 3.3070 3.8102 -0.15
C -2.7883 0.7195 2.6135 -0.66
C -2.2275 -0.4649 2.1706 -0.49
C 0.5686 0.7247 -1.0745 -0.17
C 1.2539 1.7499 -0.4311 -0.01
C 0.5578 2.7051 0.2860 -0.94
C -0.8242 2.6612 0.3507 -0.51
C -1.5084 1.6406 -0.2863 -0.96
C -0.8189 0.6708 -0.9905 0.11
H 1.1217 -2.4802 -3.5711 0.38
H -0.3590 -2.0966 -2.6909 0.23
H 0.0466 0.3857 -3.4611 0.49
H 1.6701 -0.1766 -3.9272 0.40
H 3.2933 -0.1135 0.2485 0.38
H 3.3291 -1.8844 0.0915 0.36
H 0.3232 -2.4456 2.6864 0.35
H -1.0687 -2.7296 1.6174 0.43
H 0.9782 0.0640 3.0782 0.40
H -0.0005 2.1856 3.8542 0.46
H -3.8443 0.9060 2.4932 0.46
H -2.8586 -1.2040 1.7000 0.36
H 2.3271 1.8183 -0.5235 0.53
H 1.0970 3.5026 0.7743 0.46
H -1.3653 3.4285 0.8822 0.50
H -2.5862 1.6021 -0.2446 0.44
H -1.3580 -0.1236 -1.4837 0.44
```

Summary:
* orbital gap: 9.4 eV
* largest force on an atom: 0.7 eV Å⁻¹
* SMILES: N#CCCN(C(=O)COC(=O)Cc1ccc(Br)cc1)c1ccccc1
* ΔE to the lowest compared entry with this formula, charge and spin: 11.6 kcal/mol
* total charge: 0
* lowest unoccupied orbital energy: 0.4 eV
* energy: -99144.6683 eV



Formula: C19H17N3O
Source: the Open Molecules 2025 dataset
Level of theory: wB97M-V/def2-TZVPD

Structure (XYZ):
```
40
Properties=species:S:1:pos:R:3:mulliken_charge:R:1
C 3.2398 -2.1818 1.1519 -1.69
C 2.0454 -1.3107 0.8721 0.91
N 1.0679 -1.7288 -0.0221 -0.50
N 0.0326 -0.7589 -0.0678 0.41
N -0.9447 -0.7541 -1.1028 -0.10
C -2.2894 -0.9287 -0.7782 -0.63
C -3.3136 -0.6014 -1.6580 0.93
C -4.6690 -0.8337 -1.3023 -0.79
C -5.7122 -0.5520 -2.1866 -0.54
C -5.4300 0.0543 -3.4389 -0.47
C -4.0800 0.2489 -3.7922 -0.87
C -3.0099 -0.0281 -2.9018 1.17
C -1.7007 0.2700 -3.2311 -1.17
C -0.5326 -0.0882 -2.3238 -0.28
C 0.3759 0.2815 0.7695 0.41
O -0.3314 1.2543 0.9592 -0.72
C 1.7130 -0.0793 1.3370 -0.25
C 2.5276 0.7736 2.2075 0.60
C 3.9348 0.6728 2.1798 -0.48
C 4.7111 1.4923 2.9999 -0.66
C 4.0683 2.5107 3.8047 -0.43
C 2.6766 2.5513 3.8454 -0.58
C 1.9200 1.7053 3.0323 -0.43
H 2.9485 -3.2379 1.1458 0.40
H 3.7023 -1.9572 2.1243 0.50
H 4.0226 -2.0756 0.3906 0.32
H 0.8490 -2.7082 -0.0917 0.25
H -2.5533 -1.3698 0.1293 0.46
H -4.9073 -1.2734 -0.3584 0.37
H -6.7513 -0.7269 -1.8951 0.35
H -6.2265 0.3289 -4.1552 0.34
H -3.8625 0.7115 -4.7452 0.31
H -1.5648 0.6945 -4.2232 0.34
H 0.0242 0.8336 -2.1052 0.29
H 0.1660 -0.7707 -2.8804 0.25
H 4.4142 -0.0243 1.5216 0.48
H 5.8003 1.4088 2.9051 0.34
H 4.6792 3.2045 4.3806 0.37
H 2.1126 3.2616 4.4597 0.35
H 0.8471 1.7311 3.0437 0.42
```

Summary:
* orbital gap: 6.3 eV
* largest force on an atom: 3.6 eV Å⁻¹
* SMILES: Cc1[nH]n(N2C=c3ccccc3=CC2)c(=O)c1-c1ccccc1
* ΔE to the lowest compared entry with this formula, charge and spin: 98.0 kcal/mol
* total charge: 0
* lowest unoccupied orbital energy: -0.1 eV
* energy: -26493.3823 eV



Formula: C19H17N3O2
Source: the Open Molecules 2025 dataset
Level of theory: wB97M-V/def2-TZVPD

Structure (XYZ):
```
41
Properties=species:S:1:pos:R:3:mulliken_charge:R:1
O -3.7642 -1.3771 -0.3301 -0.64
C -2.6442 -1.5734 -0.7493 0.76
C -1.6817 -2.5653 -0.0703 -1.12
N -0.9529 -1.8039 0.9157 0.12
C -1.4041 -1.5975 2.1650 -0.29
C -0.5117 -0.7986 2.8494 -1.32
C 0.5280 -0.5094 1.9725 -0.18
C 0.2379 -1.1239 0.7538 -0.05
C 1.0205 -1.1114 -0.4559 1.20
O 0.6425 -1.5997 -1.5217 -0.85
C 2.3716 -0.4903 -0.3583 0.05
C 3.4785 -1.2671 -0.6848 -0.52
C 4.7501 -0.7273 -0.6255 -0.65
C 4.9230 0.5987 -0.2655 -0.40
C 3.8202 1.3834 0.0282 -0.93
C 2.5454 0.8461 -0.0121 0.01
N -2.0776 -0.9156 -1.7767 -0.11
C -2.5838 0.3883 -2.1751 -1.32
C -2.1276 1.3685 -1.1259 0.81
C -2.9483 1.7182 -0.0597 -0.21
C -2.4232 2.4794 0.9713 -0.57
C -1.0891 2.8484 0.9039 -0.39
N -0.2998 2.5247 -0.1068 -0.54
C -0.8081 1.8073 -1.0930 -0.31
H -0.9931 -3.0091 -0.7893 0.44
H -2.2593 -3.3404 0.4377 0.47
H -2.3280 -2.0308 2.4958 0.44
H -0.6052 -0.4743 3.8664 0.48
H 1.3984 0.0775 2.1848 0.67
H 3.3336 -2.2974 -0.9754 0.43
H 5.6057 -1.3404 -0.8673 0.39
H 5.9157 1.0224 -0.2242 0.38
H 3.9502 2.4232 0.2893 0.42
H 1.6880 1.4718 0.1889 0.55
H -1.0953 -1.1067 -1.9641 0.32
H -3.6742 0.3371 -2.2086 0.38
H -2.1884 0.6316 -3.1620 0.46
H -3.9734 1.3797 -0.0338 0.39
H -3.0314 2.7663 1.8148 0.41
H -0.6237 3.4256 1.6920 0.39
H -0.1209 1.5612 -1.8938 0.45
```

Summary:
* orbital gap: 9.0 eV
* largest force on an atom: 0.8 eV Å⁻¹
* SMILES: O=C(Cn1cccc1C(=O)c1ccccc1)NCc1cccnc1
* ΔE to the lowest compared entry with this formula, charge and spin: 29.5 kcal/mol
* total charge: 0
* lowest unoccupied orbital energy: 0.2 eV
* energy: -28544.8180 eV



Formula: C19H17N3O3S
Source: the Open Molecules 2025 dataset
Level of theory: wB97M-V/def2-TZVPD

Structure (XYZ):
```
43
Properties=species:S:1:pos:R:3:mulliken_charge:R:1
C 3.9886 0.0562 5.5035 -0.85
O 3.5794 0.7158 4.3292 -0.45
C 2.8758 0.0180 3.4004 0.91
C 2.5208 0.7250 2.2485 -0.77
C 1.8113 0.1137 1.2398 -0.20
C 1.4342 -1.2181 1.3742 -0.05
N 0.7060 -1.8469 0.3284 0.36
C 1.0537 -3.0732 -0.2173 0.48
O 1.9636 -3.7616 0.1511 -0.58
C 0.0666 -3.3743 -1.3315 -0.85
C -0.7484 -2.1068 -1.4745 -0.06
S -0.1269 -1.0578 -2.8614 -0.26
C -1.3073 0.2533 -2.6573 0.16
N -2.5704 -0.1076 -2.6022 -0.48
C -3.4982 0.8240 -2.4416 0.35
C -4.9130 0.3558 -2.3547 -1.36
C -3.1713 2.1768 -2.3528 -0.68
C -1.8481 2.5786 -2.4073 1.12
C -1.4408 4.0083 -2.2795 -1.64
C -0.8740 1.5775 -2.5625 1.09
C 0.5012 1.8840 -2.5486 -0.38
N 1.6198 2.1325 -2.5008 -0.53
C -0.4025 -1.2734 -0.2574 0.05
O -0.9524 -0.2672 0.1091 -0.58
C 1.7784 -1.9284 2.5117 -0.88
C 2.5006 -1.3164 3.5212 -0.31
H 3.1316 -0.2938 6.0878 0.34
H 4.5378 0.7982 6.0809 0.24
H 4.6478 -0.7887 5.2807 0.34
H 2.8244 1.7559 2.1650 0.44
H 1.5537 0.6628 0.3476 0.48
H -0.5514 -4.2264 -1.0417 0.29
H 0.6061 -3.6463 -2.2392 0.36
H -1.8190 -2.2303 -1.6292 0.65
H -4.9739 -0.6893 -2.6431 0.36
H -5.5546 0.9527 -2.9993 0.38
H -5.2700 0.4594 -1.3307 0.30
H -3.9550 2.9086 -2.2278 0.40
H -0.7640 4.2874 -3.0860 0.39
H -2.3086 4.6627 -2.2950 0.38
H -0.9061 4.1557 -1.3409 0.34
H 1.4932 -2.9640 2.6086 0.36
H 2.7613 -1.8924 4.3945 0.38
```

Summary:
* orbital gap: 8.6 eV
* largest force on an atom: 1.2 eV Å⁻¹
* SMILES: COc1ccc(N2C(=O)C[C@H](Sc3nc(C)cc(C)c3C#N)C2=O)cc1
* ΔE to the lowest compared entry with this formula, charge and spin: 0.4 kcal/mol
* total charge: 0
* lowest unoccupied orbital energy: 0.2 eV
* energy: -41427.7158 eV



Formula: C19H17N3O4
Source: the Open Molecules 2025 dataset
Level of theory: wB97M-V/def2-TZVPD

Structure (XYZ):
```
43
Properties=species:S:1:pos:R:3:mulliken_charge:R:1
C 1.0143 0.5439 6.0801 -0.81
O 2.1690 0.0558 5.4413 -0.45
C 2.0560 -0.4278 4.1743 0.72
C 0.8793 -0.4793 3.4372 -0.36
C 0.8746 -0.9958 2.1520 -0.75
C 2.0469 -1.4725 1.5805 0.46
N 2.1158 -2.0084 0.2926 -0.05
C 1.1338 -2.2449 -0.6029 0.53
O -0.1650 -1.9861 -0.3690 -0.27
C -0.8133 -2.3601 -1.5141 0.49
C -2.2940 -2.1953 -1.5914 -0.72
O -2.7259 -0.9362 -1.1386 -0.47
C -2.3272 0.1838 -1.8295 0.39
C -1.6019 0.1794 -3.0157 -0.08
C -1.2650 1.3758 -3.6181 -0.93
C -1.6401 2.5959 -3.0608 0.75
O -1.2507 3.7114 -3.7438 -0.43
C -1.6080 4.9699 -3.2290 -0.84
C -2.3675 2.5963 -1.8751 -0.14
C -2.7030 1.3999 -1.2702 -0.98
N -0.0311 -2.8259 -2.4200 -0.59
C 1.2341 -2.7793 -1.8839 0.20
C 2.4001 -3.1978 -2.5272 0.14
N 3.3925 -3.5274 -3.0024 -0.54
C 3.2306 -1.4159 2.3189 -0.71
C 3.2353 -0.9023 3.5944 -0.63
H 1.3393 0.8688 7.0671 0.23
H 0.2545 -0.2368 6.1889 0.33
H 0.5865 1.3961 5.5421 0.33
H -0.0505 -0.1193 3.8473 0.39
H -0.0523 -1.0184 1.6045 0.52
H 3.0381 -2.2778 -0.0224 0.18
H -2.7809 -2.9108 -0.9190 0.37
H -2.6105 -2.4003 -2.6214 0.36
H -1.2905 -0.7419 -3.4813 0.48
H -0.7016 1.3826 -4.5374 0.41
H -2.6951 5.0890 -3.1736 0.33
H -1.1730 5.1388 -2.2382 0.34
H -1.2023 5.6998 -3.9278 0.24
H -2.6790 3.5182 -1.4102 0.38
H -3.2674 1.3914 -0.3512 0.41
H 4.1496 -1.7798 1.8826 0.34
H 4.1455 -0.8567 4.1702 0.42
```

Summary:
* orbital gap: 8.3 eV
* largest force on an atom: 1.6 eV Å⁻¹
* SMILES: COc1ccc(Nc2oc(COc3ccc(OC)cc3)nc2C#N)cc1
* ΔE to the lowest compared entry with this formula, charge and spin: 78.7 kcal/mol
* total charge: 0
* lowest unoccupied orbital energy: 0.6 eV
* energy: -32637.4691 eV